1.
Computed, not measured: a gas-phase ion, C5H13N3 (charge +2) in a non-equilibrium geometry, with ωB97M-V with the def2-TZVPD basis set.

For the lowest unoccupied orbital energy, the calculation gives -9.05 eV. The SMILES is C[N+](C)=C[C@H]1[NH2+][C@@H]1N. Its net charge is +2. Its orbital gap is 9.38 eV.

Last column: Löwdin charge in e.
Atoms and positions in Å:
C  -1.323  -2.584  0.329  0.00
N  -0.977  -1.274  0.122  -0.18
C  -2.029  -0.309  -0.178  0.03
C  0.239  -0.809  0.158  0.13
C  0.519  0.783  -0.083  -0.10
N  0.911  1.486  1.209  0.17
C  1.951  1.334  -0.238  -0.16
N  2.360  2.370  -0.903  0.15
H  -0.575  -3.088  0.894  0.11
H  -1.113  -3.121  -0.679  0.18
H  -2.324  -2.601  0.811  0.15
H  -1.760  0.191  -1.081  0.09
H  -2.108  0.452  0.626  0.14
H  -2.936  -0.897  -0.517  0.15
H  1.175  -1.391  0.336  0.18
H  -0.232  1.184  -0.703  0.12
H  0.445  2.343  1.408  0.14
H  1.280  0.970  2.018  0.17
H  2.807  0.707  -0.020  0.17
H  1.707  3.159  -1.054  0.16
H  3.385  2.513  -1.198  0.20

---

2.
Computed, not measured: 2 unconnected molecules or ions with the total composition C14H16 in a non-equilibrium geometry, with ωB97M-V with the def2-TZVPD basis set.

For the lowest unoccupied orbital energy, the calculation gives 0.80 eV. The SMILES is Cc1ccccc1.Cc1ccccc1. Its orbital gap is 9.74 eV.

Last column: Löwdin charge in e.
Atoms and positions in Å:
C  -2.756  2.892  0.934  -0.06
C  -1.944  2.166  1.992  -0.29
C  -0.555  2.180  1.863  -0.05
C  0.197  1.424  2.765  -0.09
C  -0.420  0.754  3.800  -0.11
C  -1.805  0.726  3.904  -0.09
C  -2.572  1.399  2.966  -0.06
H  -3.826  2.967  1.119  0.07
H  -2.713  2.224  0.065  0.08
H  -2.283  3.831  0.658  0.07
H  -0.160  2.675  0.985  0.11
H  1.261  1.513  2.581  0.10
H  0.221  0.196  4.463  0.10
H  -2.241  0.144  4.706  0.10
H  -3.644  1.476  3.041  0.10
C  1.028  -0.481  -4.111  -0.05
C  1.382  -1.213  -2.842  -0.28
C  2.718  -1.569  -2.588  -0.06
C  2.984  -2.640  -1.776  -0.09
C  2.003  -3.143  -0.904  -0.10
C  0.740  -2.605  -0.969  -0.09
C  0.406  -1.761  -2.040  -0.06
H  0.191  -0.890  -4.663  0.08
H  1.906  -0.397  -4.742  0.07
H  0.837  0.579  -3.896  0.08
H  3.528  -1.116  -3.142  0.11
H  3.944  -3.111  -1.591  0.10
H  2.255  -3.840  -0.146  0.09
H  -0.030  -2.772  -0.224  0.10
H  -0.654  -1.610  -2.209  0.11

---

3.
Computed, not measured: a molecular structure, C14H20N2O3S in a non-equilibrium geometry, with ωB97M-V with the def2-TZVPD basis set.

For the lowest unoccupied orbital energy, the calculation gives 0.16 eV. Its orbital gap is 8.61 eV.

Last column: Löwdin charge in e.
Atoms and positions in Å:
C  -0.547  1.981  -0.508  -0.35
C  -1.356  0.826  0.075  -0.43
C  0.012  3.230  0.407  -0.08
C  1.125  2.670  1.418  -0.21
C  2.443  2.762  0.890  -0.07
C  0.823  2.291  2.795  -0.03
C  3.485  2.441  1.727  -0.10
C  1.946  1.916  3.604  -0.08
C  3.275  1.997  3.073  -0.07
C  -0.506  -0.883  -1.716  -0.18
C  -1.385  -0.986  -2.886  -0.41
C  0.291  -2.331  -1.529  -0.17
C  -0.613  -3.245  -0.743  -0.57
C  -1.179  -5.887  0.300  -0.46
H  -2.070  2.951  -0.965  0.18
H  -0.963  2.958  -2.526  0.15
H  0.509  1.544  -0.852  0.16
H  0.504  3.965  -0.231  0.10
H  -0.768  3.700  1.018  0.10
H  2.380  3.138  -0.138  0.11
H  -0.247  2.623  3.202  0.15
H  4.481  2.731  1.540  0.08
H  1.729  1.532  4.566  0.08
H  4.220  1.600  3.508  0.11
H  -2.166  -1.009  -0.126  0.16
H  0.079  -0.029  -1.909  0.11
H  1.110  -2.122  -0.789  0.12
H  0.500  -2.665  -2.592  0.12
H  -1.023  -2.857  0.156  0.03
H  -1.573  -3.453  -1.430  0.14
H  -0.584  -6.652  1.139  0.11
H  -2.030  -5.507  0.900  0.03
H  -1.702  -6.335  -0.498  0.00
H  -2.542  0.777  -2.463  0.30
N  -1.341  2.366  -1.671  -0.01
N  -1.360  -0.463  -0.508  0.10
O  -2.137  1.115  0.999  0.03
O  -0.922  -1.952  -3.832  -0.10
O  -2.068  -0.006  -3.352  0.04
S  0.171  -4.732  -0.049  0.78

---

4.
Computed, not measured: a gas-phase ion, C2H9N4 (charge +1) in a non-equilibrium geometry, with ωB97M-V with the def2-TZVPD basis set.

For the lowest unoccupied orbital energy (spin up / spin down), the calculation gives -3.20 / -8.17 eV. The multiplicity is 3. The expectation value of S² is 2.007. Its net charge is +1. Its orbital gap (spin up / spin down) is 6.02 / 5.86 eV.

Last column: Löwdin spin population.
Atoms and positions in Å:
C  -0.971  -0.325  -0.351  0.53
C  1.373  0.182  0.920  0.06
N  -1.588  -0.119  -1.548  0.31
N  -1.306  -1.494  0.321  0.25
N  2.232  1.189  0.639  0.01
N  0.055  0.400  0.017  0.73
H  1.682  -0.760  0.521  0.02
H  1.090  0.134  1.964  0.01
H  -2.451  -0.543  -1.837  0.01
H  -1.300  0.545  -2.191  0.01
H  -2.119  -2.014  0.052  0.01
H  -1.103  -1.728  1.237  0.01
H  2.235  1.245  -0.355  0.00
H  1.901  1.958  1.092  0.00
H  0.270  1.329  -0.483  0.02

---

5.
Computed, not measured: 11 unconnected molecules or ions with the total composition C50H118N4O18 in a non-equilibrium geometry, with ωB97M-V with the def2-TZVPD basis set.

For the lowest unoccupied orbital energy, the calculation gives 0.15 eV. The SMILES is CC1(C)CCCC(C)(C)N1O.CC1(C)CCCC(C)(C)N1O.CC1(C)CCCC(C)(C)N1O.CC1(C)CCCC(C)(C)N1O.OCCO.OCCO.OCCO.OCCO.OCCO.OCCO.OCCO. Its orbital gap is 8.12 eV.

Last column: Löwdin charge in e.
Atoms and positions in Å:
C  2.590  -0.532  -3.624  -0.03
C  2.758  0.951  -3.942  -0.50
C  3.874  1.549  -3.090  -0.01
C  3.104  1.028  -5.456  -0.13
C  2.934  2.376  -6.165  -0.15
C  1.480  2.860  -5.847  -0.12
C  1.078  2.869  -4.349  -0.45
C  1.705  4.100  -3.668  -0.01
C  -0.472  2.887  -4.349  -0.03
N  1.474  1.564  -3.697  -0.11
O  1.036  1.478  -2.340  -0.01
H  3.519  -1.077  -3.442  0.09
H  1.995  -0.764  -2.741  0.06
H  2.097  -1.027  -4.462  0.08
H  4.909  1.407  -3.406  0.09
H  3.794  2.638  -3.141  0.07
H  3.887  1.279  -2.032  0.08
H  4.165  0.787  -5.564  0.12
H  2.671  0.287  -6.129  0.12
H  3.691  3.098  -5.853  0.10
H  3.051  2.244  -7.240  0.11
H  0.793  2.257  -6.441  0.11
H  1.344  3.905  -6.131  0.12
H  1.727  4.055  -2.576  0.07
H  1.026  4.944  -3.804  0.09
H  2.708  4.275  -4.052  0.08
H  -0.719  3.876  -4.737  0.10
H  -0.767  2.914  -3.297  0.05
H  -1.000  2.075  -4.839  0.08
H  1.799  1.852  -1.876  0.07
C  0.399  -4.240  -2.707  -0.02
C  1.483  -4.936  -1.861  -0.49
C  1.585  -6.387  -2.390  -0.02
C  2.801  -4.242  -2.222  -0.14
C  4.020  -4.624  -1.379  -0.17
C  3.594  -4.533  0.084  -0.11
C  2.235  -5.180  0.562  -0.44
C  2.497  -6.698  0.787  -0.02
C  1.741  -4.551  1.888  -0.01
N  1.190  -4.904  -0.437  -0.15
O  -0.053  -5.465  -0.080  0.02
H  -0.542  -4.787  -2.631  0.09
H  0.246  -3.181  -2.502  0.07
H  0.669  -4.330  -3.761  0.09
H  0.852  -7.059  -1.938  0.08
H  1.360  -6.373  -3.456  0.09
H  2.559  -6.830  -2.187  0.07
H  3.071  -4.389  -3.269  0.13
H  2.620  -3.167  -2.142  0.10
H  4.349  -5.638  -1.620  0.10
H  4.851  -3.981  -1.667  0.11
H  3.753  -3.477  0.316  0.12
H  4.391  -5.005  0.665  0.11
H  3.255  -6.832  1.558  0.09
H  2.970  -7.183  -0.069  0.07
H  1.609  -7.292  1.004  0.08
H  0.908  -5.130  2.286  0.09
H  1.515  -3.495  1.752  0.06
H  2.444  -4.610  2.722  0.07
H  0.178  -6.404  -0.130  0.08
C  -3.961  7.030  -1.849  -0.04
C  -4.704  5.740  -1.420  -0.51
C  -5.926  6.181  -0.604  -0.04
C  -5.226  5.102  -2.727  -0.14
C  -4.149  4.388  -3.536  -0.17
C  -3.466  3.361  -2.579  -0.10
C  -2.862  3.962  -1.271  -0.41
C  -2.558  2.817  -0.274  -0.01
C  -1.626  4.810  -1.617  -0.04
N  -3.913  4.823  -0.597  -0.10
O  -3.331  5.460  0.515  -0.02
H  -3.250  6.917  -2.668  0.06
H  -4.734  7.645  -2.314  0.08
H  -3.491  7.564  -1.024  0.08
H  -5.638  6.737  0.290  0.08
H  -6.620  6.803  -1.169  0.08
H  -6.485  5.332  -0.207  0.08
H  -5.991  4.394  -2.400  0.12
H  -5.688  5.728  -3.494  0.12
H  -4.707  3.731  -4.205  0.11
H  -3.393  4.977  -4.053  0.10
H  -2.696  2.849  -3.160  0.09
H  -4.210  2.601  -2.340  0.12
H  -1.814  2.164  -0.736  0.08
H  -3.423  2.197  -0.046  0.02
H  -2.122  3.250  0.626  0.09
H  -0.890  4.072  -1.957  0.05
H  -0.993  5.227  -0.828  0.08
H  -1.600  5.579  -2.388  0.08
H  -2.655  6.031  0.123  0.07
C  3.643  -2.990  4.878  -0.01
C  3.062  -1.535  4.932  -0.46
C  2.909  -0.959  3.488  0.00
C  1.734  -1.583  5.664  -0.16
C  1.846  -1.838  7.136  -0.19
C  2.745  -0.812  7.796  -0.15
C  4.124  -0.618  7.105  -0.47
C  4.661  0.771  7.557  -0.04
C  5.061  -1.741  7.716  -0.02
N  3.984  -0.582  5.631  -0.11
O  5.232  -0.378  4.992  -0.02
H  2.930  -3.680  5.327  0.08
H  3.855  -3.239  3.839  0.06
H  4.540  -3.124  5.486  0.06
H  2.329  -0.038  3.542  0.07
H  3.880  -0.708  3.065  0.08
H  2.421  -1.717  2.875  0.06
H  1.282  -0.591  5.556  0.11
H  0.992  -2.230  5.190  0.13
H  0.886  -1.729  7.645  0.12
H  2.203  -2.842  7.376  0.11
H  2.845  -1.147  8.831  0.12
H  2.281  0.170  7.915  0.11
H  4.874  0.720  8.629  0.08
H  3.940  1.567  7.371  0.08
H  5.633  1.125  7.212  0.08
H  5.830  -1.800  6.935  0.06
H  4.757  -2.786  7.654  0.07
H  5.517  -1.314  8.604  0.08
H  5.575  -1.282  4.951  0.08
O  -0.264  2.340  3.937  -0.06
C  -1.230  1.311  3.926  -0.23
C  -1.633  0.740  5.293  -0.22
O  -2.148  1.717  6.186  -0.05
H  -0.659  3.214  3.940  0.09
H  -2.143  1.668  3.443  0.11
H  -0.842  0.502  3.304  0.10
H  -0.790  0.272  5.809  0.10
H  -2.313  -0.095  5.122  0.10
H  -1.458  2.164  6.678  0.08
O  -1.201  -0.098  -1.029  -0.09
C  -0.362  -0.259  0.111  -0.16
C  0.493  -1.538  -0.029  -0.21
O  -0.335  -2.643  0.046  -0.07
H  -0.632  0.281  -1.709  0.07
H  0.301  0.578  0.352  0.10
H  -1.000  -0.200  0.996  0.11
H  1.291  -1.459  0.721  0.11
H  1.070  -1.451  -0.956  0.10
H  0.231  -3.429  -0.085  0.05
O  -0.789  -0.274  -3.910  -0.07
C  -0.854  -0.796  -5.210  -0.24
C  -2.245  -0.716  -5.719  -0.26
O  -3.076  -1.562  -5.007  -0.08
H  -0.166  0.464  -3.900  0.03
H  -0.180  -0.237  -5.869  0.12
H  -0.482  -1.825  -5.228  0.12
H  -2.441  -0.911  -6.777  0.13
H  -2.657  0.292  -5.571  0.12
H  -2.873  -1.387  -4.062  0.05
O  -1.139  -2.060  2.938  -0.08
C  -2.540  -2.055  3.030  -0.24
C  -3.248  -2.960  2.017  -0.18
O  -3.185  -2.396  0.728  -0.09
H  -0.902  -2.297  2.032  0.04
H  -2.775  -2.186  4.089  0.12
H  -2.850  -1.008  2.911  0.09
H  -4.244  -3.314  2.277  0.13
H  -2.665  -3.889  2.039  0.13
H  -2.277  -2.378  0.413  0.05
O  -6.460  1.671  0.317  -0.05
C  -5.343  1.975  1.088  -0.25
C  -4.348  0.808  1.096  -0.23
O  -3.735  0.615  -0.157  -0.11
H  -6.244  1.048  -0.383  0.09
H  -4.880  2.931  0.823  0.10
H  -5.757  2.119  2.089  0.12
H  -4.862  -0.091  1.445  0.12
H  -3.594  1.090  1.838  0.10
H  -2.968  0.040  -0.083  0.05
O  -3.677  -4.072  -3.766  -0.07
C  -4.117  -3.446  -2.547  -0.20
C  -3.035  -2.601  -1.864  -0.21
O  -2.914  -1.262  -2.337  -0.10
H  -3.419  -3.314  -4.310  0.04
H  -5.054  -2.887  -2.611  0.12
H  -4.370  -4.215  -1.815  0.11
H  -2.023  -3.010  -1.941  0.11
H  -3.183  -2.577  -0.779  0.05
H  -2.110  -0.847  -2.003  0.01
O  1.001  3.416  -0.005  -0.08
C  1.321  3.538  1.353  -0.21
C  2.020  2.244  1.777  -0.26
O  3.083  1.956  0.894  -0.06
H  1.628  2.895  -0.514  0.04
H  2.004  4.349  1.622  0.12
H  0.320  3.677  1.760  0.11
H  1.358  1.379  1.829  0.09
H  2.424  2.317  2.790  0.12
H  3.892  2.340  1.240  0.10

---

6.
Computed, not measured: a single C3H6N2O molecule in a non-equilibrium geometry, with ωB97M-V with the def2-TZVPD basis set.

For the lowest unoccupied orbital energy, the calculation gives 0.86 eV. The SMILES is [H]/N=N/CC(=C)O. Its orbital gap is 9.56 eV.

Last column: Löwdin charge in e.
Atoms and positions in Å:
H  -3.042  -0.495  -0.762  0.07
N  -2.022  -0.330  -0.848  0.02
N  -1.637  0.585  -0.124  -0.04
C  -0.017  0.999  -0.127  -0.12
C  0.762  -0.188  0.201  -0.32
C  0.519  -1.464  0.437  0.06
O  2.073  0.497  0.682  -0.08
H  0.010  1.780  0.634  0.11
H  0.187  1.388  -1.127  0.11
H  -0.462  -1.871  0.194  0.05
H  1.311  -2.141  0.732  0.07
H  2.319  1.239  0.107  0.07

---

Taking the records one at a time from the top gives energy above the lowest of the compared OMol25 structures with the same formula, charge and spin values of 2.151; 0.845; 7.825; 1.436; 3.503; 4.266 eV.